125
Properties=species:S:1:pos:R:3:mulliken_charge:R:1 method="wB97M-V/def2-TZVPD" orbital_gap_ev=4.15 energy_ha=-6301.56927 de_lowest_kcal_mol=21.0 spin_multiplicity=1 charge=-2
Ca 0.605 -1.568 -0.149 1.743
C -3.177 1.730 3.449 -1.303
C -1.847 1.462 4.161 0.322
C -1.671 -0.029 4.441 -1.045
C -0.695 2.038 3.381 -0.136
C 0.133 3.106 3.750 -1.018
C 0.983 3.293 2.685 -0.007
C 2.026 4.374 2.682 0.337
C 1.651 5.484 1.699 -1.329
C 3.444 3.805 2.542 -1.748
N 0.682 2.365 1.725 0.781
N -0.360 1.599 2.190 0.020
B 1.123 1.819 0.262 -0.144
N 2.640 1.217 0.189 0.960
N 2.551 -0.149 0.385 -0.006
C 3.765 -0.657 0.411 -0.800
C 4.703 0.353 0.213 -0.944
C 3.979 1.515 0.087 0.245
C 4.664 2.829 -0.168 0.796
C 5.774 2.675 -1.215 -1.834
C 3.674 3.864 -0.607 -0.479
C 4.025 -2.130 0.529 1.502
C 5.079 -2.408 1.603 -1.764
C 4.438 -2.708 -0.828 -1.433
N 0.366 2.539 -0.986 0.754
N -0.557 1.621 -1.452 -0.455
C -1.220 2.150 -2.452 -0.917
C -0.766 3.448 -2.684 -0.857
C 0.220 3.682 -1.755 0.729
C 0.858 5.055 -1.741 1.381
C 1.485 5.377 -3.105 -1.861
C -0.193 6.120 -1.399 -1.682
C -2.244 1.409 -3.266 0.817
C -2.823 0.203 -2.538 -1.537
C -1.612 0.974 -4.596 -1.522
H -4.013 1.332 4.033 0.425
H -3.186 1.264 2.461 0.061
H -3.333 2.802 3.309 0.354
H -1.856 1.994 5.119 0.309
H -1.615 -0.589 3.507 -0.272
H -2.510 -0.411 5.030 0.453
H -0.746 -0.223 4.987 0.387
H 0.119 3.680 4.665 0.384
H 1.958 4.814 3.679 0.644
H 1.210 5.063 0.803 -0.018
H 2.506 6.107 1.420 0.253
H 0.887 6.126 2.142 0.466
H 3.467 2.964 1.852 0.402
H 3.786 3.428 3.507 0.532
H 4.153 4.564 2.200 0.313
H 0.543 0.794 0.256 -1.079
H 5.775 0.256 0.159 0.333
H 5.133 3.161 0.762 0.271
H 5.386 2.177 -2.106 0.376
H 6.615 2.091 -0.842 0.409
H 6.149 3.662 -1.502 0.452
H 3.256 3.578 -1.570 0.469
H 4.121 4.859 -0.693 0.337
H 2.865 3.910 0.114 -0.598
H 3.101 -2.619 0.841 -0.467
H 6.038 -1.960 1.327 0.276
H 5.229 -3.484 1.712 0.462
H 4.777 -2.002 2.571 0.376
H 5.403 -2.289 -1.136 0.288
H 3.688 -2.475 -1.590 0.236
H 4.532 -3.795 -0.765 0.431
H -1.119 4.138 -3.436 0.517
H 1.627 5.140 -0.996 -0.209
H 0.703 5.539 -3.850 0.415
H 2.107 4.560 -3.466 0.371
H 2.094 6.284 -3.047 0.427
H -0.979 6.144 -2.156 0.408
H 0.271 7.111 -1.354 0.412
H -0.663 5.914 -0.437 0.327
H -3.052 2.120 -3.480 0.381
H -2.015 -0.506 -2.331 -0.070
H -3.567 -0.292 -3.167 0.590
H -3.296 0.472 -1.591 0.227
H -0.765 0.308 -4.398 0.230
H -1.256 1.838 -5.166 0.441
H -2.344 0.435 -5.205 0.407
O 0.841 -3.085 3.404 -0.930
S 0.159 -2.987 2.141 1.695
O 0.955 -3.449 0.985 -0.535
O -0.410 -1.670 1.846 -0.507
C -1.236 -4.095 2.214 -0.541
C -1.360 -4.889 3.348 -0.506
C -2.446 -5.737 3.477 -0.712
C -3.410 -5.775 2.478 -0.677
C -3.276 -4.980 1.351 -0.285
C -2.178 -4.138 1.179 -0.643
P -1.982 -3.117 -0.374 2.749
C -3.748 -2.590 -0.500 0.174
C -4.278 -1.852 0.561 -0.181
C -5.582 -1.392 0.525 -0.530
C -6.382 -1.649 -0.585 -0.620
C -5.862 -2.367 -1.649 -0.516
C -4.551 -2.836 -1.606 -0.457
C -1.905 -4.438 -1.655 0.555
C -1.638 -3.994 -2.952 -0.522
C -1.530 -4.897 -4.000 -0.653
C -1.653 -6.258 -3.763 -0.648
C -1.867 -6.712 -2.470 -0.632
C -1.985 -5.807 -1.424 -0.806
H -0.606 -4.808 4.119 0.561
H -2.549 -6.358 4.358 0.373
H -4.270 -6.428 2.577 0.389
H -4.038 -5.009 0.581 0.560
H -3.649 -1.620 1.412 0.066
H -5.970 -0.811 1.353 0.399
H -7.402 -1.282 -0.620 0.328
H -6.473 -2.565 -2.521 0.378
H -4.156 -3.396 -2.443 0.365
H -1.438 -2.945 -3.136 0.257
H -1.288 -4.530 -4.989 0.419
H -1.539 -6.966 -4.576 0.308
H -1.914 -7.776 -2.265 0.343
H -2.108 -6.190 -0.420 0.349
O -2.149 0.157 0.341 0.090
H -1.586 0.323 1.116 -0.263
H -1.651 0.636 -0.353 0.508
Se 1.102 -1.838 -2.722 -1.282
O 1.415 -5.172 -1.412 -0.674
H 1.363 -4.391 -2.004 0.216
H 1.344 -4.758 -0.544 0.327